ORCA calculation (ωB97M-V/def2-TZVPD) on C42H46Cl2F3MnN5O2Sb as an isolated structure.

Its spin multiplicity is 6. The total charge is +1. Its HOMO energy (alpha / beta) is -10.24 / -10.24 eV. For the total energy, the calculation gives -126898.4885 eV. The orbital gap (alpha / beta) comes out at 8.218 / 8.167 eV. As for the expectation value of S²: 8.753.

Cartesian coordinates (Å):
Mn1 -1.2620 -1.0819 -0.4309
C1 -2.2304 -4.7912 -1.3768
C2 -1.0363 -4.0373 -1.9450
N1 -0.3465 -3.0979 -1.0394
C3 0.2764 -3.6720 0.1601
C4 -0.6068 -3.5495 1.3937
N2 -1.0937 -2.1768 1.6283
C5 -2.2548 -2.2147 2.5418
C6 -3.0351 -0.9086 2.7845
C7 -2.9013 0.2749 1.8303
N3 -3.0882 0.0113 0.3849
C8 -4.4139 -0.4471 -0.0411
C9 -4.4760 -1.9617 -0.1175
N4 -3.3353 -2.5253 -0.8603
C10 -3.3702 -3.9938 -0.7182
H1 -1.8764 -5.5352 -0.6598
H2 -2.6341 -5.3592 -2.2152
H3 -1.3459 -3.4548 -2.8149
H4 -0.3256 -4.7897 -2.2985
H5 0.4114 -2.7155 -1.5982
H6 1.2119 -3.1380 0.3298
H7 0.5314 -4.7257 0.0144
H8 -0.0554 -3.9338 2.2567
H9 -1.4818 -4.1848 1.2641
H10 -0.3507 -1.6243 2.0486
H11 -1.9488 -2.6057 3.5161
H12 -2.9321 -2.9552 2.1200
H13 -2.7505 -0.5048 3.7579
H14 -4.0893 -1.1838 2.8779
H15 -1.9113 0.7161 1.9289
H16 -3.6247 1.0243 2.1626
H17 -2.9223 0.9007 -0.0720
H18 -4.6103 -0.0301 -1.0300
H19 -5.1963 -0.0900 0.6343
H20 -5.4308 -2.2662 -0.5565
H21 -4.4450 -2.3783 0.8886
H22 -3.4589 -2.2936 -1.8422
H23 -4.3244 -4.3807 -1.0907
H24 -3.3727 -4.1938 0.3528
Cl1 -4.5767 5.2829 -0.0324
C11 -4.0606 4.3479 1.3424
C12 -5.0272 3.7358 2.1122
C13 -4.6518 2.9968 3.2206
C14 -3.3080 2.8807 3.5241
C15 -2.3362 3.4927 2.7465
Cl2 -0.6974 3.2808 3.2826
C16 -2.6778 4.2761 1.6234
N5 -1.8209 4.9985 0.8162
C17 -0.4101 4.8741 0.6404
C18 0.4295 5.8247 1.2081
C19 1.8000 5.7401 1.0446
C20 2.3359 4.6907 0.3097
C21 1.4944 3.7616 -0.2787
C22 0.1129 3.8479 -0.1443
C23 -0.7904 2.9283 -0.9263
C24 -0.6413 1.4337 -0.7290
O1 -0.3012 0.9371 0.3736
O2 -0.9908 0.6801 -1.6997
H25 -6.0699 3.8451 1.8461
H26 -5.3987 2.5250 3.8453
H27 -2.9881 2.3220 4.3950
H28 -2.2696 5.7174 0.2764
H29 -0.0097 6.6199 1.7987
H30 2.4476 6.4841 1.4909
H31 3.4085 4.6155 0.1758
H32 1.9052 2.9685 -0.8927
H33 -0.6832 3.1263 -1.9938
H34 -1.8319 3.1483 -0.6762
F1 5.4053 -5.3557 -3.5059
C25 4.7327 -4.3296 -2.9600
C26 4.6382 -4.2533 -1.5851
C27 3.9383 -3.1902 -1.0270
C28 3.3537 -2.2115 -1.8312
C29 3.4723 -2.3264 -3.2174
C30 4.1656 -3.3843 -3.7924
Sb1 2.1056 -0.6469 -1.0093
C31 3.2358 -0.2515 0.7692
C32 3.9855 0.9008 0.9869
C33 4.6125 1.1273 2.2049
C34 4.4771 0.1860 3.2054
F2 5.0777 0.3970 4.3844
C35 3.7332 -0.9646 3.0346
C36 3.1046 -1.1667 1.8141
C37 2.7958 0.8163 -2.4080
C38 1.8751 1.3320 -3.3187
C39 2.2632 2.2761 -4.2623
C40 3.5772 2.6982 -4.2682
F3 3.9547 3.6290 -5.1535
C41 4.5221 2.1855 -3.3985
C42 4.1244 1.2350 -2.4705
H35 5.1115 -5.0118 -0.9736
H36 3.8878 -3.1105 0.0549
H37 3.0433 -1.5691 -3.8648
H38 4.2744 -3.4780 -4.8651
H39 4.0792 1.6481 0.2103
H40 5.1919 2.0239 2.3852
H41 3.6485 -1.6746 3.8478
H42 2.5084 -2.0663 1.6864
H43 0.8375 1.0191 -3.2855
H44 1.5619 2.6846 -4.9785
H45 5.5482 2.5259 -3.4576
H46 4.8714 0.7971 -1.8196

These are the Mulliken partial charges, in e, on atoms 1 to 6:
1 Mn 1.213
2 C -0.797
3 C -1.212
4 N 0.439
5 C 0.068
6 C -1.071